#a
# C5H7N3

An isolated molecule of C5H7N3 (the ωB97M-V functional and the def2-TZVPD basis, the OMol25 dataset).

Values from the calculation:
Gap between HOMO and LUMO, eV: 10.1

CARTESIAN COORDINATES (ANGSTROEM)
H -0.94236 -2.35911 -0.18925
N 0.09329 -2.23552 -0.05010
C 0.39495 -1.00346 -0.01845
C 1.84517 -0.74773 0.08793
C 3.00241 -0.47146 0.07656
N -0.36919 0.20069 -0.02490
C 0.36225 1.47398 -0.00630
C -1.73660 0.17309 -0.04352
N -2.52679 -0.87419 0.13062
H -3.46667 -0.62033 0.19029
H 4.04238 -0.13970 -0.08871
H 0.96609 1.56398 0.90431
H 1.05054 1.61413 -0.86380
H -0.45207 2.27356 0.11166
H -2.26341 1.15206 -0.21634


#b
# C5H7N3

A 2-piece molecular cluster, C5H7N3 overall (the ωB97M-V functional and the def2-TZVPD basis, the OMol25 dataset).

Values from the calculation:
Gap between HOMO and LUMO, eV: 8.2

CARTESIAN COORDINATES (ANGSTROEM)
C -0.14429 -0.58798 0.63960
C -1.17993 -1.33423 0.37621
C -2.04163 -0.57441 -0.49959
C -1.18895 0.44409 -1.06322
C 1.12962 1.01872 -0.83175
H 1.70602 -1.67454 1.48473
H 0.20668 -0.22617 2.51379
H -1.65855 -2.06478 1.17490
H -2.96244 -0.74699 -0.89216
H -1.40184 1.20402 -1.71199
H 1.22391 1.28452 -2.03839
H 2.15565 0.80071 0.83805
N 0.82123 -0.48653 1.56337
N -0.03269 0.44205 -0.33078
N 2.25169 1.13392 -0.24638


#c
# C5H7N3

An isolated molecule of C5H7N3 (the ωB97M-V functional and the def2-TZVPD basis, the OMol25 dataset).

Values from the calculation:
Gap between HOMO and LUMO, eV: 8.8

CARTESIAN COORDINATES (ANGSTROEM)
C -0.08771 1.44941 -1.56664
C -0.90939 0.35352 -1.27084
N -0.11275 -0.55324 -0.54752
C -0.78143 -0.85340 0.68569
C 0.46727 -1.05524 1.50222
N 1.40292 -0.06815 1.00049
C 0.94207 0.22293 -0.13934
N 1.06734 1.20160 -0.89878
H 0.01748 2.02741 -2.54812
H -1.90802 0.00549 -1.72148
H -1.32228 0.10003 1.24708
H -1.64173 -1.58919 0.89069
H 0.73103 -2.17783 1.26884
H 0.31065 -0.97811 2.57145
H 1.82455 1.91475 -0.47373


Computed relative energies in units of kcal/mol: #a 0.0; #b 50.0; #c 8.8


#a
# C5H7N3

An isolated molecule of C5H7N3 (the ωB97M-V functional and the def2-TZVPD basis, the OMol25 dataset).

Values from the calculation:
Gap between HOMO and LUMO, eV: 8.7

CARTESIAN COORDINATES (ANGSTROEM)
C -0.80609 -1.09174 0.62750
C 0.26368 -0.39111 0.53842
C 1.37090 0.30944 1.25399
N 1.98006 1.12740 0.24529
N 1.03796 1.19342 -0.85741
C 0.16754 0.37400 -0.81639
C -1.30801 0.11957 -1.40605
N -1.71732 -1.18157 -0.41694
H -1.08054 -1.91758 1.23239
H 2.03063 -0.33895 1.74361
H 0.71523 1.10987 2.00459
H 2.14546 2.02535 0.51528
H -1.71273 1.10662 -1.13399
H -1.55009 -0.20966 -2.44919
H -1.53669 -2.23507 -1.08110


#b
# C5H7N3

An isolated molecule of C5H7N3 (the ωB97M-V functional and the def2-TZVPD basis, the OMol25 dataset).

Values from the calculation:
Gap between HOMO and LUMO, eV: 8.7

CARTESIAN COORDINATES (ANGSTROEM)
H -2.10373 1.10220 -0.43211
N -1.53252 1.91170 -0.52443
C -0.41462 1.70026 0.02976
N 0.05802 0.33742 0.27408
C 0.88505 0.05896 1.39540
C 1.28536 -1.20761 1.31946
C 0.75046 -1.71196 0.04294
C -0.02444 -0.75563 -0.48715
N -0.63707 -0.53337 -1.71344
H 0.15479 2.59857 0.45955
H 1.21666 0.95586 1.95801
H 1.89899 -1.78819 2.03306
H 1.02312 -2.68192 -0.32756
H -1.31699 -1.19618 -2.03977
H -0.98267 0.49540 -1.70721


Computed relative energies in units of kcal/mol: #a 79.8; #b 0.0


#a
# C4H8NO

An isolated ion of composition C4H8NO and charge +1 (the ωB97M-V functional and the def2-TZVPD basis, the OMol25 dataset).

Values from the calculation:
Total charge: +1
Gap between HOMO and LUMO, eV: 11.5

CARTESIAN COORDINATES (ANGSTROEM)
C 0.52908 -0.31629 -1.12650
N 1.12253 0.80548 -0.36004
C -0.16667 0.98157 0.47368
O 0.03118 0.18442 1.63499
C -0.67844 -0.94429 1.09723
C -0.80866 -0.19576 -0.22865
H 0.85963 -1.33090 -0.93462
H 0.19064 -0.28311 -2.18322
H 1.95343 0.56317 0.10116
H 1.26593 1.80392 -0.89586
H -0.60185 1.99137 0.67342
H -1.77668 -1.19085 1.56813
H -0.12106 -1.82698 0.87951
H -1.79906 -0.24175 -0.69921


#b
# C4H8NO

A 2-piece molecular cluster, C4H8NO overall (the ωB97M-V functional and the def2-TZVPD basis, the OMol25 dataset).

Values from the calculation:
Total charge: +1
Gap between HOMO and LUMO (spin up / spin down), eV: 4.9 / 2.8

CARTESIAN COORDINATES (ANGSTROEM)
C -2.27901 2.18117 -1.04018
C -1.67120 0.89820 -1.24088
C 1.22049 -1.15650 0.21632
C 2.22036 -1.13855 1.10952
N -1.20168 -0.09991 -0.59735
O 1.95669 -1.49121 2.34034
H -2.84125 2.54873 -1.85159
H -2.06368 2.74952 -0.20226
H -1.27468 1.09295 -2.28865
H 1.47087 -0.82913 -0.77665
H 0.16283 -1.54955 0.32165
H 3.19785 -0.82296 0.83387
H -1.50215 -0.42092 0.34478
H 2.60458 -1.96185 2.83108


Computed relative energies in units of kcal/mol: #a 0.0; #b 77.7


#a
# C4H3NO3

An isolated molecule of C4H3NO3 (the ωB97M-V functional and the def2-TZVPD basis, the OMol25 dataset).

Values from the calculation:
Gap between HOMO and LUMO, eV: 9.1

CARTESIAN COORDINATES (ANGSTROEM)
O 0.23208 0.88072 -3.10055
C -0.50444 0.48819 -2.20216
C -0.04864 -0.13312 -0.90417
N -0.74862 0.03510 0.18333
C 0.00685 -0.25598 1.30342
O -0.64187 -0.33833 2.53803
C 1.22839 -0.54559 0.84672
O 1.24117 -0.49808 -0.45573
H -1.64695 0.82222 -1.96247
H -1.34232 0.36076 2.43520
H 2.22436 -0.81588 1.31839


#b
# C4H3NO3

C4H3NO3 as an isolated structure (the ωB97M-V functional and the def2-TZVPD basis, the OMol25 dataset).

Values from the calculation:
Gap between HOMO and LUMO, eV: 10.4

CARTESIAN COORDINATES (ANGSTROEM)
C -1.39623 -0.76270 -0.37593
C 1.04816 0.03231 0.29735
C 0.08328 1.12395 0.89497
O -0.53991 0.37265 -0.50541
C 2.04753 0.62052 -0.59214
O 1.20632 -0.99044 0.92761
O -0.46837 1.72799 1.70107
N 2.86280 1.05786 -1.27314
H -1.98385 -0.84263 -1.28989
H -0.80650 -1.67732 -0.27672
H -2.05323 -0.66220 0.49223


#c
# C4H3NO3

An isolated molecule of C4H3NO3 (the ωB97M-V functional and the def2-TZVPD basis, the OMol25 dataset).

Values from the calculation:
Gap between HOMO and LUMO, eV: 9.3

CARTESIAN COORDINATES (ANGSTROEM)
O 0.63079 -1.30537 1.22276
C 0.65008 -0.30270 0.50174
N 1.61678 0.69287 0.48813
C 1.22419 1.53293 -0.40505
O 0.09444 1.28825 -1.00629
C -0.34796 0.11933 -0.44256
C -1.53742 -0.41421 -0.59994
O -1.90835 -1.38752 0.21575
H 1.65291 2.48578 -0.67188
H -2.26697 -0.19527 -1.38438
H -1.17182 -1.51561 0.85658


Computed relative energies in units of kcal/mol: #a 25.4; #b 62.9; #c 0.0